68
Properties=species:S:1:pos:R:3 method="wB97M-V/def2-TZVPD" energy_ev=-78011.910 gap_ev=7.531 homo_energy_ev=-9.42 smiles="O=C1NC(=O)c2c(I)cc(I)cc21.CCOP(=O)(OCC)OCC.CCOP(=O)(OCC)OCC" e_lumo_ev=-1.885
O -7.3609 -5.0223 1.0253
C -7.5079 -3.7873 0.9795
N -6.3869 -2.8013 1.0538
C -6.9106 -1.4982 0.5478
O -6.2110 -0.5097 0.2084
C -8.4985 -1.5002 0.4885
C -9.5232 -0.3739 0.2374
I -8.8295 1.6467 -0.1011
C -11.0373 -0.8036 0.2544
C -11.4148 -2.3043 0.5217
I -13.5173 -2.8760 0.4908
C -10.3405 -3.4148 0.7936
C -8.8606 -2.9813 0.7789
H -6.0692 -2.6178 2.0247
H -11.8258 0.0054 0.0487
H -10.6084 -4.4971 1.0075
C -3.2752 -0.4714 -1.3942
C -2.6470 0.8533 -1.7759
O -1.8536 1.3645 -0.7133
P -0.2740 0.8800 -0.5126
O 0.1103 1.1061 -1.9807
O 0.3772 2.3177 0.0220
C 1.6400 2.7313 -0.5026
C 1.4421 3.8205 -1.5422
O -0.6268 0.5675 1.1283
C -1.5563 1.3391 1.8830
C -2.8020 0.4994 2.1399
H -2.5141 -1.1892 -1.0744
H -3.8298 -0.8918 -2.2363
H -3.9704 -0.3385 -0.5633
H -2.0758 0.7523 -2.7006
H -3.4348 1.5864 -1.9711
H 2.1859 1.8799 -0.9173
H 2.2376 3.1208 0.3266
H 0.6468 3.5714 -2.2513
H 2.3635 3.9986 -2.1021
H 1.1427 4.7553 -1.0606
H -1.8026 2.2869 1.4014
H -1.0767 1.5844 2.8358
H -2.8346 -0.3896 1.5084
H -3.7078 1.0875 1.9710
H -2.8262 0.1585 3.1789
C 3.8824 -0.2308 1.1392
C 4.7272 -1.1207 0.2492
O 5.8719 -0.4254 -0.2219
P 7.2625 -0.3257 0.6885
O 7.3216 -1.8211 1.0262
O 8.3922 -0.3993 -0.5321
C 9.5459 -1.2188 -0.3383
C 9.4001 -2.5170 -1.1129
O 7.2584 1.3630 0.4464
C 6.7881 1.9638 -0.7558
C 5.4624 2.6589 -0.4711
H 4.4754 0.1779 1.9622
H 3.0381 -0.7884 1.5514
H 3.4858 0.6135 0.5701
H 4.9925 -2.0410 0.7727
H 4.1458 -1.4149 -0.6292
H 9.7146 -1.4077 0.7248
H 10.4155 -0.6678 -0.7071
H 8.4154 -2.9722 -0.9693
H 10.1635 -3.2388 -0.8131
H 9.4997 -2.3322 -2.1859
H 6.6980 1.2480 -1.5748
H 7.5332 2.7036 -1.0643
H 5.0372 2.3566 0.4871
H 4.7386 2.4481 -1.2630
H 5.5980 3.7435 -0.4358

---

62
Properties=species:S:1:pos:R:3 method="wB97M-V/def2-TZVPD" relative_energy_kj_mol=1200.3 energy_ev=-46806.637 gap_ev=8.673 homo_energy_ev=-9.93 smiles="CC(C)C[C@H](C)CO[C@@H](C#N)[C@@H](C#N)N=C=S.CCOC(C)=O.CCOC(C)=O" e_lumo_ev=-1.256
C 4.2722 1.6531 0.6214
C 3.6260 2.1622 -0.8351
C 2.3066 1.2737 -1.2894
C 3.4177 3.7833 -0.9261
C 2.0420 4.3594 -0.2523
C 1.6813 3.7616 1.2306
C 0.7146 4.2738 -1.2664
O -0.4171 3.7926 -0.4672
C -0.9909 2.5411 -0.9732
C -1.1584 1.5260 0.3456
N -1.0588 0.5688 1.2455
C -2.5543 2.8491 -1.4668
C -3.1249 1.4187 -2.1126
N -3.5689 0.2146 -2.4054
N -3.4530 3.2947 -0.3146
C -4.4399 2.3296 -0.0778
S -5.1898 0.9741 0.7027
H 5.2489 0.9889 0.4603
H 4.6083 2.6413 1.1879
H 3.4307 1.0567 1.2097
H 4.4713 1.8925 -1.6342
H 1.5101 1.2703 -0.4259
H 1.8301 1.6801 -2.3057
H 2.6126 0.1470 -1.5382
H 3.5410 4.1549 -2.0532
H 4.3261 4.2786 -0.3324
H 2.2141 5.5313 -0.0998
H 1.2856 2.6606 1.2374
H 0.8885 4.5158 1.7079
H 2.6553 3.8844 1.9026
H 0.9299 3.6824 -2.2510
H 0.4353 5.3833 -1.6068
H -0.3714 1.9968 -1.8015
H -2.6077 3.7032 -2.2712
C 0.5965 -4.7180 -3.8670
C 1.5814 -4.0981 -2.8961
O 1.7233 -2.6872 -3.1388
C 0.9320 -1.7338 -2.5916
C -0.3653 -2.1509 -1.9604
O 1.2339 -0.5469 -2.6843
H -0.4075 -4.3039 -3.7405
H 0.5439 -5.8015 -3.7242
H 0.8957 -4.5130 -4.9002
H 1.3241 -4.2985 -1.8520
H 2.5701 -4.5391 -3.0594
H -1.1446 -2.1782 -2.7244
H -0.6329 -1.4090 -1.2018
H -0.3073 -3.1067 -1.4441
C -2.1343 -1.6167 3.4030
C -2.8722 -2.8160 2.8422
O -2.2207 -4.0422 3.2185
C -2.4643 -4.7159 4.3680
C -3.1976 -4.0114 5.4731
O -2.0217 -5.8501 4.5294
H -2.1375 -1.6181 4.4964
H -2.5928 -0.6854 3.0572
H -1.0854 -1.6308 3.0893
H -3.9300 -2.8256 3.1203
H -2.8421 -2.7749 1.7486
H -2.4804 -3.4698 6.0926
H -3.7032 -4.7646 6.0853
H -3.9742 -3.3383 5.1162

---

64
Properties=species:S:1:pos:R:3 method="wB97M-V/def2-TZVPD" relative_energy_kj_mol=0.0 energy_ev=-52027.607 gap_ev=9.758 homo_energy_ev=-9.14 e_lumo_ev=0.619
H -1.6083 -1.6239 -3.3137
N -2.0322 -2.4057 -2.8101
C -2.8748 -1.9873 -1.9565
C -3.2286 -0.5322 -1.7364
C -3.1170 -0.0377 -0.2781
C -1.7178 0.4792 0.0590
C -0.7166 -0.6202 0.4025
O 0.5027 0.0097 0.7445
C 1.6570 -0.8158 0.6235
C 1.4987 -2.2415 1.1507
O -3.4576 -1.1121 0.6469
C -4.7370 -1.1632 1.0370
O -5.3785 -0.2266 1.4137
S -5.4571 -2.8355 0.9064
H -3.3798 -2.7291 -1.3342
H -4.2356 -0.3429 -2.1253
H -2.5217 0.0613 -2.3167
H -3.8318 0.7734 -0.1263
H -1.3165 1.0233 -0.8005
H -1.7929 1.1934 0.8824
H -0.6027 -1.2807 -0.4653
H -1.0879 -1.1942 1.2582
H 1.9694 -0.8490 -0.4282
H 2.4496 -0.3041 1.1729
H 0.8124 -2.2936 1.9982
H 1.1256 -2.8970 0.3591
H 2.4664 -2.6353 1.4618
H -5.1497 -3.2094 2.1547
O -0.1212 3.5704 2.0034
C -0.4083 3.2980 3.1301
C -0.8506 1.9583 3.6912
C -1.4607 2.3444 5.0377
C -0.6686 3.5972 5.3905
O -0.3610 4.2149 4.1309
H 0.0268 1.3194 3.7996
H -1.5606 1.4865 3.0192
H -1.3935 1.5688 5.7979
H -2.5136 2.5982 4.9072
H 0.2698 3.3650 5.8991
H -1.2294 4.3074 5.9934
O 4.9856 -1.2449 0.4839
C 5.2109 -2.2986 -0.0309
C 6.5018 -2.7591 -0.6813
C 6.0616 -3.9850 -1.4772
C 4.8797 -4.4801 -0.6528
O 4.2933 -3.2978 -0.0798
H 7.2080 -3.0134 0.1108
H 6.9182 -1.9656 -1.2948
H 6.8354 -4.7388 -1.6058
H 5.7191 -3.6797 -2.4666
H 5.1874 -5.1394 0.1616
H 4.1219 -4.9836 -1.2479
O -0.5970 0.5574 -3.4943
C -0.8573 1.7243 -3.5808
C 0.0558 2.9013 -3.3106
C -0.9278 4.0622 -3.1728
C -2.0801 3.6014 -4.0574
O -2.0771 2.1637 -3.9587
H 0.7213 3.0179 -4.1677
H 0.6465 2.7244 -2.4157
H -0.5250 5.0286 -3.4670
H -1.2633 4.1370 -2.1377
H -1.9350 3.8702 -5.1055
H -3.0506 3.9659 -3.7310